Entry 1:
# C4H10NS

A 2-piece molecular cluster, C4H10NS overall at a distorted geometry (wB97M-V/def2-TZVPD, the Open Molecules 2025 dataset).

## Properties
Net charge: -1
Kohn-Sham gap in Ha: 0.2427
Multiplicity: 1
Highest occupied orbital energy in eV: -2.642

Last column: Mulliken charge in e.
CARTESIAN COORDINATES (ANGSTROEM)
C 2.99 1.34 0.33  -0.892
C 1.81 0.79 1.11  -0.241
C 0.63 0.53 0.48  -0.090
N -0.46 -0.11 0.97  -0.274
H 2.77 1.36 -0.77  0.265
H 3.19 2.41 0.65  0.190
H 3.90 0.77 0.47  0.258
H 1.92 0.43 2.11  0.284
H 0.55 0.73 -0.63  0.113
H -1.12 -0.45 0.22  0.052
H -0.42 -0.59 1.88  0.172
C -3.26 -1.52 -1.34  -0.771
S -1.63 -0.88 -1.82  -0.675
H -3.57 -0.99 -0.39  0.197
H -4.02 -1.22 -2.09  0.212
H -3.30 -2.59 -1.18  0.198


Entry 2:
# C4H10NS

C4H10NS as an isolated structure at a distorted geometry (wB97M-V/def2-TZVPD, the Open Molecules 2025 dataset).

## Properties
Net charge: +1
Kohn-Sham gap in Ha: 0.3574
Multiplicity: 1
Highest occupied orbital energy in eV: -13.298

Last column: Mulliken charge in e.
CARTESIAN COORDINATES (ANGSTROEM)
C 0.78 0.78 -0.58  -0.403
C 1.86 0.39 0.44  -0.523
C 0.04 -0.45 -0.02  -0.188
C -2.54 0.13 -0.41  -1.019
N 1.26 -0.87 0.82  -0.098
S -1.46 -0.34 0.98  0.004
H 0.21 1.66 -0.36  0.314
H 1.12 0.61 -1.68  0.249
H 2.83 0.25 -0.02  0.340
H 1.90 1.20 1.24  0.256
H -0.15 -1.37 -1.10  0.291
H -2.45 1.10 -0.74  0.364
H -3.59 0.11 -0.03  0.374
H -2.62 -0.69 -1.03  0.377
H 1.82 -1.65 0.66  0.311
H 0.99 -0.86 1.85  0.351


Entry 3:
# C4H10NS

An isolated ion of composition C4H10NS and charge +1 at a distorted geometry (wB97M-V/def2-TZVPD, the Open Molecules 2025 dataset).

## Properties
Net charge: +1
Kohn-Sham gap in Ha: 0.3553
Multiplicity: 1
Highest occupied orbital energy in eV: -14.585

Last column: Mulliken charge in e.
CARTESIAN COORDINATES (ANGSTROEM)
C -1.39 0.99 -0.04  0.322
C 1.01 -1.57 0.61  -1.158
C 0.90 1.35 -0.41  -0.839
C 0.06 -0.94 -0.46  -0.561
N -0.18 0.47 -0.38  0.058
S -2.69 0.03 0.29  -0.141
H -1.36 2.04 -0.04  0.316
H 2.11 -1.54 0.40  0.343
H 0.74 -1.17 1.53  0.391
H 0.77 -2.62 0.74  0.388
H 1.57 1.19 0.45  0.383
H 0.59 2.39 -0.37  0.263
H 1.59 1.19 -1.23  0.348
H -0.90 -1.39 -0.56  0.422
H 0.62 -1.20 -1.44  0.279
H -3.45 0.77 0.92  0.186


Entry 4:
# C4H10NS

C4H10NS as an isolated structure at a distorted geometry (wB97M-V/def2-TZVPD, the Open Molecules 2025 dataset).

## Properties
Net charge: +1
Kohn-Sham gap in Ha: 0.3381
Multiplicity: 1
Highest occupied orbital energy in eV: -13.925

Last column: Mulliken charge in e.
CARTESIAN COORDINATES (ANGSTROEM)
C 2.30 -0.76 0.13  0.013
C -0.98 0.86 -1.10  -0.752
C -1.00 0.35 1.20  -1.067
C 0.33 -1.09 -0.19  -0.746
N -0.18 0.24 -0.03  0.413
S 2.75 0.70 -0.02  -0.207
H 2.90 -1.55 0.22  0.428
H -2.12 0.52 -1.03  0.301
H -1.00 1.94 -0.85  0.383
H -0.62 0.37 -2.13  0.283
H -1.17 1.37 1.57  0.344
H -1.90 -0.14 0.96  0.490
H -0.45 -0.25 1.94  0.377
H 0.36 -1.38 -1.28  0.317
H -0.03 -1.83 0.52  0.357
H 0.82 0.65 0.08  0.066


Entry 5:
# C4H10O

C4H10O as an isolated structure (wB97M-V/def2-TZVPD, the Open Molecules 2025 dataset).

## Properties
Kohn-Sham gap in Ha: 0.2779
Multiplicity: 1
Highest occupied orbital energy in eV: -6.874

Last column: Mulliken charge in e.
CARTESIAN COORDINATES (ANGSTROEM)
C 1.96 -0.13 0.21  -1.045
C 0.87 -0.10 -0.82  -0.345
C -0.29 0.68 -0.61  -0.092
C -1.67 -0.68 0.46  -1.409
O -0.30 1.64 0.33  -0.476
H 1.54 -0.09 1.22  0.283
H 2.66 0.71 0.11  0.264
H 2.55 -1.05 0.13  0.338
H 1.05 -0.42 -1.84  0.417
H -0.26 -0.67 -0.29  0.217
H -1.01 0.75 -1.42  0.355
H -1.89 -1.69 0.08  0.415
H -1.40 -0.74 1.52  0.300
H -2.59 -0.09 0.37  0.362
H -1.21 1.87 0.54  0.415


Entry 6:
# C4H10O

A 2-piece molecular cluster, C4H10O overall at a distorted geometry (wB97M-V/def2-TZVPD, the Open Molecules 2025 dataset).

## Properties
Kohn-Sham gap in Ha: 0.2561
Multiplicity: 1
Highest occupied orbital energy in eV: -10.852

Last column: Mulliken charge in e.
CARTESIAN COORDINATES (ANGSTROEM)
C 1.09 0.60 1.28  -0.770
C 0.96 -0.46 0.11  -0.896
C -0.26 -1.42 -0.09  -0.319
C -1.68 -0.58 -0.34  -0.903
O 0.01 1.85 -1.02  -0.300
H 0.90 0.26 2.31  0.304
H 2.00 1.32 1.24  0.279
H 0.29 1.27 0.85  0.263
H 1.78 -1.01 0.03  0.432
H 0.76 0.09 -0.82  0.399
H -0.47 -2.16 0.75  0.367
H -2.14 -0.57 0.67  0.229
H -2.37 -1.19 -1.03  0.302
H -1.35 0.40 -0.71  0.351
H -0.14 -2.12 -1.00  0.262


Entry 7:
# C4H10O

A 2-piece molecular cluster, C4H10O overall at a distorted geometry (wB97M-V/def2-TZVPD, the Open Molecules 2025 dataset).

## Properties
Kohn-Sham gap in Ha: 0.3861
Multiplicity: 1
Highest occupied orbital energy in eV: -9.561

Last column: Mulliken charge in e.
CARTESIAN COORDINATES (ANGSTROEM)
C 1.21 0.23 2.65  -0.367
O 2.11 0.66 1.56  -0.508
H 1.83 -0.47 3.20  0.276
H 1.00 1.16 3.18  0.193
H 0.33 -0.16 2.15  0.115
H 2.98 0.56 1.93  0.294
C -0.89 -1.06 -0.80  -0.645
C -1.57 -0.14 -1.79  -0.016
C -1.04 0.88 -2.45  -0.660
H -0.36 -1.79 -1.42  0.243
H -0.06 -0.60 -0.26  0.036
H -1.52 -1.46 -0.02  0.322
H -2.43 -0.54 -2.34  0.234
H -1.49 1.34 -3.32  0.229
H -0.10 1.40 -2.26  0.254


Entry 8:
# C4H10O

A 3-piece molecular cluster, C4H10O overall at a distorted geometry (wB97M-V/def2-TZVPD, the Open Molecules 2025 dataset).

## Properties
Kohn-Sham gap in Ha: 0.3617
Multiplicity: 1
Highest occupied orbital energy in eV: -8.797

Last column: Mulliken charge in e.
CARTESIAN COORDINATES (ANGSTROEM)
C -2.13 0.40 0.65  -1.172
C -1.19 -0.40 -0.25  -0.193
C 0.23 0.12 -0.12  -0.403
O 1.14 -0.77 -0.49  -0.233
C 2.42 -0.43 -0.22  -0.538
H -2.12 1.46 0.36  0.295
H -3.16 0.04 0.58  0.353
H -1.79 0.33 1.68  0.317
H -1.57 -0.36 -1.29  0.266
H -1.19 -1.46 0.03  0.245
H 1.05 0.38 1.34  0.083
H 0.42 1.15 -0.45  0.340
H 2.75 0.52 -0.65  0.265
H 2.05 0.08 1.18  0.150
H 3.07 -1.28 -0.48  0.225


Entry 9:
# C4H10O

A 2-piece molecular cluster, C4H10O overall at a distorted geometry (wB97M-V/def2-TZVPD, the Open Molecules 2025 dataset).

## Properties
Kohn-Sham gap in Ha: 0.3849
Multiplicity: 1
Highest occupied orbital energy in eV: -9.592

Last column: Mulliken charge in e.
CARTESIAN COORDINATES (ANGSTROEM)
C -4.87 0.67 0.02  -0.482
C -3.89 0.64 0.95  -0.462
H -4.60 0.91 -1.01  0.201
H -5.93 0.76 0.22  0.259
H -2.90 0.95 0.65  0.247
H -4.11 -0.12 1.69  0.236
C 3.26 -0.36 -0.27  -0.241
O 2.40 0.79 -0.44  -0.542
C 2.45 -1.63 -0.28  -0.932
H 4.10 -0.19 -0.96  0.286
H 3.80 -0.18 0.67  0.247
H 2.19 1.16 0.44  0.296
H 2.92 -2.47 -0.82  0.282
H 2.32 -2.11 0.69  0.287
H 1.49 -1.53 -0.77  0.317


Entry 10:
# C4H10O

An isolated molecule of C4H10O at a distorted geometry (wB97M-V/def2-TZVPD, the Open Molecules 2025 dataset).

## Properties
Kohn-Sham gap in Ha: 0.4099
Multiplicity: 1
Highest occupied orbital energy in eV: -10.258

Last column: Mulliken charge in e.
CARTESIAN COORDINATES (ANGSTROEM)
C 1.25 -1.31 0.55  -1.068
C 0.66 0.08 0.98  -0.290
C -0.42 0.61 0.03  0.239
C -1.64 -0.27 -0.24  -1.300
H 2.33 -1.48 0.88  0.326
H 1.43 -1.25 -0.59  0.275
H 0.61 -2.23 0.83  0.236
H 1.54 0.80 1.02  0.263
H 0.22 0.06 1.97  0.339
H -0.90 1.52 0.52  0.250
H -2.28 0.20 -1.02  0.331
H -1.15 -1.19 -0.75  0.267
H -2.17 -0.61 0.64  0.347
H 0.58 1.87 -1.12  0.349
O 0.09 0.95 -1.28  -0.563


Entry 11:
# C4H10O2

A 2-piece molecular cluster, C4H10O2 overall at a distorted geometry (wB97M-V/def2-TZVPD, the Open Molecules 2025 dataset).

## Properties
Net charge: -1
Kohn-Sham gap (alpha / beta) in Ha: 0.1129 / 0.3147
Multiplicity: 2
Highest occupied orbital energy (alpha / beta) in eV: 1.085 / -4.409

Last column: Mulliken charge in e.
CARTESIAN COORDINATES (ANGSTROEM)
C -1.63 -0.86 -2.72  -1.144
C 0.54 -0.77 0.75  -0.632
O 1.46 0.31 0.95  -0.206
C -0.50 -0.54 -0.44  -0.968
C -0.40 -0.81 -1.73  0.173
H -1.61 -0.21 -3.57  0.367
H -1.70 -1.95 -3.06  0.146
H -2.63 -0.63 -2.27  0.419
H 1.07 -1.71 0.76  0.278
H -0.26 -0.68 1.55  0.133
H 1.63 0.65 0.15  0.255
H -1.35 0.11 -0.18  0.088
H 0.34 -1.42 -2.14  0.301
H 0.99 1.32 2.11  0.334
H 0.72 2.99 2.46  0.286
O 0.38 2.11 2.68  -0.831


Entry 12:
# C4H10O2

An isolated molecule of C4H10O2 at a distorted geometry (wB97M-V/def2-TZVPD, the Open Molecules 2025 dataset).

## Properties
Kohn-Sham gap in Ha: 0.4086
Multiplicity: 1
Highest occupied orbital energy in eV: -10.073

Last column: Mulliken charge in e.
CARTESIAN COORDINATES (ANGSTROEM)
C -0.51 0.77 1.68  -0.711
C -0.35 -0.38 -0.42  0.381
C -1.52 0.34 -1.08  -1.355
C 1.98 -0.54 -0.46  -0.599
H -0.50 0.56 2.73  0.270
H 0.32 1.43 1.43  0.294
H -1.47 1.28 1.46  0.266
H -0.40 -1.44 -0.70  0.401
H -1.48 1.45 -0.94  0.324
H -1.49 0.05 -2.16  0.383
H -2.42 -0.09 -0.65  0.359
H 2.84 -0.17 -1.07  0.251
H 1.84 -1.69 -0.56  0.267
H 2.28 -0.38 0.66  0.218
O -0.49 -0.46 1.00  -0.380
O 0.85 0.19 -0.82  -0.369


Entry 13:
# C4H10O2

A 2-piece molecular cluster, C4H10O2 overall at a distorted geometry (wB97M-V/def2-TZVPD, the Open Molecules 2025 dataset).

## Properties
Kohn-Sham gap in Ha: 0.3011
Multiplicity: 1
Highest occupied orbital energy in eV: -7.788

Last column: Mulliken charge in e.
CARTESIAN COORDINATES (ANGSTROEM)
C -1.36 1.97 -1.29  -1.003
C 0.05 -0.74 1.09  -0.425
O -0.82 -1.64 0.45  -0.515
C 0.13 0.58 0.31  -0.080
C -0.88 1.45 0.09  -0.363
H -1.20 3.05 -1.20  0.305
H -2.42 1.74 -1.37  0.270
H -0.75 1.65 -2.14  0.341
H 1.02 -1.20 1.21  0.278
H -0.22 -0.52 2.14  0.226
H -1.71 -1.28 0.49  0.342
H 1.20 0.68 0.10  0.315
H -1.41 2.17 0.73  0.307
H 2.34 -3.15 0.16  0.324
H 3.10 -2.38 -0.86  0.313
O 2.92 -2.38 0.09  -0.634


Entry 14:
# C4H10O2

An isolated molecule of C4H10O2 at a distorted geometry (wB97M-V/def2-TZVPD, the Open Molecules 2025 dataset).

## Properties
Kohn-Sham gap in Ha: 0.4056
Multiplicity: 1
Highest occupied orbital energy in eV: -10.197

Last column: Mulliken charge in e.
CARTESIAN COORDINATES (ANGSTROEM)
C -0.34 0.93 0.65  -0.643
C -1.04 -0.10 -0.29  -0.300
C -0.44 -1.47 -0.05  -0.557
O -1.27 -2.49 -0.66  -0.541
C 1.02 1.45 0.15  -0.478
O 1.98 0.41 0.38  -0.514
H -0.01 0.37 1.53  0.250
H -0.90 1.82 0.94  0.386
H -0.83 0.26 -1.32  0.343
H -2.05 -0.05 0.06  0.221
H -0.41 -1.63 1.03  0.316
H 0.57 -1.70 -0.35  0.291
H -1.28 -2.28 -1.58  0.308
H 1.39 2.32 0.73  0.274
H 1.00 1.73 -0.91  0.349
H 2.62 0.40 -0.32  0.294


Entry 15:
# C4H10O2

An isolated molecule of C4H10O2 at a distorted geometry (wB97M-V/def2-TZVPD, the Open Molecules 2025 dataset).

## Properties
Kohn-Sham gap in Ha: 0.3966
Multiplicity: 1
Highest occupied orbital energy in eV: -9.995

Last column: Mulliken charge in e.
CARTESIAN COORDINATES (ANGSTROEM)
C 0.84 -0.56 0.19  -0.529
C -0.41 -0.41 0.99  -0.616
C -1.69 0.30 0.36  -0.582
O -2.22 -0.44 -0.65  -0.509
C 1.31 0.66 -0.48  -0.292
O 1.72 0.57 -1.80  -0.532
H 0.72 -1.35 -0.57  0.368
H 1.50 -0.93 0.92  0.320
H -0.28 0.00 2.02  0.363
H -0.87 -1.50 1.22  0.228
H -1.48 1.31 0.06  0.396
H -2.48 0.32 1.30  0.259
H -1.55 -0.35 -1.42  0.344
H 2.04 1.24 0.12  0.316
H 0.43 1.34 -0.54  0.140
H 2.42 -0.19 -1.72  0.325


Energy relative to the best compared isomer or geometry (same formula, charge and spin) readings, ordered: 44.7; 279.9; 135.2; 348.8; 490.8; 805.5; 194.0; 401.2; 251.4; 89.2; 265.2; 138.9; 398.3; 133.1; 212.7 kJ/mol
E readings, ordered: -611.34878; -610.99663; -611.05175; -610.97039; -233.45800; -233.33814; -233.57105; -233.49215; -233.54918; -233.61097; -308.75073; -308.84524; -308.74645; -308.84748; -308.81716 Ha